Below is a molecular structure, C48H115N13O14SZn, with properties calculated with ωB97M-V/def2-TZVPD.

Last column: Mulliken charge in e.
CARTESIAN COORDINATES (ANGSTROEM)
Zn1 11.071 15.193 11.669  0.23
S1 13.154 15.484 10.303  1.04
O1 13.919 14.364 9.835  -0.40
O2 12.941 15.376 11.746  -1.14
O3 13.685 16.810 9.929  -1.56
O4 11.779 15.279 9.897  0.39
C1 14.302 17.047 14.852  1.00
C2 15.831 16.962 14.948  -1.34
N1 16.449 16.548 16.184  0.22
C3 16.032 15.190 16.559  0.31
C4 16.908 14.434 17.540  -1.60
C5 16.185 17.457 17.329  0.37
C6 16.816 18.832 17.185  -1.85
H1 13.891 17.940 15.324  0.06
H2 13.789 16.169 15.242  -0.16
H3 14.087 17.032 13.783  -0.46
H4 16.151 16.332 14.118  0.22
H5 16.292 17.925 14.726  0.45
H6 15.028 15.250 16.979  0.01
H7 15.889 14.504 15.725  0.09
H8 17.891 14.151 17.163  0.37
H9 17.007 15.016 18.456  0.34
H10 16.394 13.507 17.795  0.40
H11 16.543 17.075 18.285  0.44
H12 15.125 17.691 17.427  -0.15
H13 17.901 18.854 17.075  0.42
H14 16.716 19.395 18.114  0.49
H15 16.407 19.426 16.368  0.29
C7 13.095 10.788 2.628  -1.07
C8 14.573 10.675 3.044  -0.70
N2 15.000 11.985 3.482  0.94
C9 16.175 11.857 4.347  -1.21
C10 15.882 11.167 5.688  -0.77
C11 15.342 12.840 2.355  -0.92
C12 15.509 14.311 2.719  -1.07
H16 12.374 11.118 3.376  -0.08
H17 12.733 9.844 2.218  0.47
H18 12.929 11.526 1.843  0.37
H19 14.821 9.811 3.660  0.49
H20 15.141 10.466 2.138  0.29
H21 16.996 11.356 3.833  0.49
H22 16.596 12.804 4.685  0.46
H23 14.962 11.418 6.215  -0.13
H24 15.691 10.119 5.455  0.38
H25 16.705 11.275 6.394  0.50
H26 14.581 12.779 1.576  0.39
H27 16.276 12.412 1.989  0.61
H28 16.205 14.842 2.069  0.37
H29 15.807 14.470 3.755  0.05
H30 14.621 14.934 2.621  0.26
C13 11.421 18.137 16.796  -1.12
C14 12.562 18.224 17.824  -0.05
N3 12.121 18.549 19.185  0.05
C15 11.342 19.805 19.260  -0.25
C16 10.816 20.035 20.645  -1.45
C17 13.272 18.462 20.105  -0.45
C18 13.833 16.956 20.289  -1.08
H31 10.528 17.740 17.280  0.59
H32 11.629 17.529 15.915  -0.08
H33 11.110 19.107 16.408  0.27
H34 13.073 17.261 17.821  0.03
H35 13.255 18.996 17.487  0.29
H36 10.481 19.644 18.611  0.30
H37 11.933 20.672 18.967  0.28
H38 10.214 19.233 21.072  0.33
H39 10.276 20.981 20.674  0.44
H40 11.596 20.260 21.372  0.37
H41 14.092 19.157 19.928  0.35
H42 13.137 18.780 21.138  0.37
H43 13.021 16.329 20.655  0.36
H44 14.311 16.516 19.414  0.04
H45 14.640 16.926 21.021  0.41
C19 9.164 15.184 15.547  -1.28
C20 10.458 14.834 14.753  0.44
O5 10.679 15.179 13.577  -0.12
N4 11.262 14.040 15.381  -0.02
C21 12.418 13.358 14.843  -0.56
H46 8.355 15.030 14.832  0.08
H47 9.200 16.264 15.689  0.30
H48 9.044 14.753 16.542  0.44
H49 11.001 13.842 16.337  0.27
H50 13.023 14.026 14.230  -0.13
H51 12.022 12.493 14.311  0.25
H52 12.933 13.057 15.755  0.44
C22 16.644 15.984 11.158  0.11
C23 16.867 17.462 11.383  0.22
O6 17.884 17.922 11.904  -0.77
N5 15.808 18.243 11.064  1.55
C24 15.861 19.670 11.253  -1.08
H53 16.480 15.801 10.096  0.28
H54 15.712 15.713 11.654  -0.59
H55 17.506 15.442 11.546  0.58
H56 15.002 17.828 10.620  -0.77
H57 16.798 20.126 10.934  0.39
H58 15.623 19.953 12.278  0.21
H59 15.167 20.156 10.568  0.20
C25 11.717 14.146 3.799  -1.01
C26 11.452 13.538 5.146  0.61
O7 10.289 13.461 5.523  -0.67
N6 12.514 13.008 5.780  1.79
C27 12.513 12.409 7.089  -0.59
H60 10.864 13.985 3.139  0.41
H61 12.598 13.667 3.373  -0.19
H62 11.853 15.209 3.994  0.23
H63 13.412 12.937 5.322  -0.88
H64 11.534 12.515 7.555  -0.33
H65 13.261 12.913 7.700  -0.05
H66 12.703 11.336 7.048  0.48
C28 14.568 15.260 6.535  1.59
C29 15.504 16.454 6.445  0.34
O8 15.981 16.781 5.344  -0.81
N7 15.670 17.176 7.530  0.36
C30 16.384 18.459 7.576  -1.04
H67 15.044 14.305 6.314  -0.18
H68 13.767 15.440 5.819  -0.11
H69 14.191 15.256 7.558  -0.87
H70 15.062 16.973 8.310  -0.33
H71 16.491 18.868 6.571  0.40
H72 17.398 18.309 7.947  0.35
H73 15.889 19.201 8.203  0.16
C31 8.453 15.085 8.922  -0.19
C32 8.119 15.014 10.368  0.28
O9 9.030 14.885 11.145  -0.38
N8 6.854 15.165 10.668  -0.09
C33 6.330 15.107 12.011  -0.80
H74 7.508 15.052 8.381  0.55
H75 9.086 14.235 8.666  -0.13
H76 8.966 16.024 8.709  -0.30
H77 6.268 15.456 9.899  0.26
H78 6.099 14.075 12.276  0.28
H79 5.398 15.658 12.132  0.37
H80 7.080 15.484 12.705  0.15
C34 15.041 12.791 12.479  0.03
C35 15.740 11.935 11.448  0.53
O10 16.544 10.986 11.765  -0.79
N9 15.533 12.233 10.153  0.52
C36 16.162 11.609 8.989  -1.03
H81 15.739 13.418 13.034  0.33
H82 14.610 12.188 13.279  0.44
H83 14.201 13.352 12.069  -0.58
H84 14.923 13.031 10.044  -0.05
H85 15.407 11.167 8.339  0.30
H86 16.842 10.812 9.292  0.43
H87 16.728 12.313 8.379  0.34
C37 9.232 18.773 10.388  -1.14
C38 10.361 18.416 11.329  0.60
O11 10.565 17.229 11.629  0.14
N10 11.077 19.444 11.788  0.03
C39 12.232 19.224 12.623  -0.54
H88 9.405 18.525 9.341  0.09
H89 8.976 19.829 10.473  0.44
H90 8.345 18.184 10.620  0.18
H91 11.041 20.325 11.295  0.32
H92 12.872 20.104 12.689  0.46
H93 12.902 18.436 12.279  -0.14
H94 11.967 18.923 13.637  0.13
C40 12.838 19.833 8.663  -0.19
C41 12.173 19.041 7.552  0.73
O12 11.683 19.645 6.567  -0.78
N11 12.016 17.746 7.751  0.98
C42 11.337 16.788 6.960  -1.06
H95 12.899 19.274 9.596  -0.54
H96 12.249 20.707 8.942  0.46
H97 13.872 20.072 8.411  0.25
H98 12.538 17.341 8.515  -0.72
H99 10.277 16.790 7.217  0.39
H100 11.668 15.758 7.097  -0.10
H101 11.439 17.102 5.922  0.61
C43 12.067 11.077 10.770  -0.76
C44 10.975 11.882 11.543  -0.13
O13 11.128 13.086 11.724  0.00
N12 9.878 11.259 11.941  -0.06
C45 8.765 11.871 12.641  -0.62
H102 12.583 11.770 10.105  -0.32
H103 11.573 10.422 10.052  0.56
H104 12.800 10.643 11.449  0.43
H105 9.787 10.269 11.761  0.39
H106 8.424 11.136 13.370  0.45
H107 7.924 12.051 11.971  0.24
H108 9.174 12.722 13.187  -0.05
C46 9.105 10.711 8.390  -0.48
C47 9.638 9.791 7.292  0.77
O14 9.977 8.601 7.598  -0.72
N13 9.683 10.309 6.061  -0.09
C48 10.183 9.629 4.839  -0.92
H109 9.918 11.361 8.714  -0.38
H110 8.782 10.264 9.329  0.39
H111 8.226 11.265 8.058  0.47
H112 9.550 11.298 5.900  0.11
H113 11.242 9.803 4.646  0.22
H114 9.667 9.984 3.947  0.35
H115 10.044 8.549 4.808  0.38

## Properties
HOMO energy: -8.2 eV
Orbital gap: 7.9 eV